212
Properties=species:S:1:pos:R:3:forces:R:3:lowdin_charge:R:1 method="wB97M-V/def2-TZVPD" total_energy_ha=-4155.1503 orbital_gap_ha=0.31934 spin_multiplicity=1 charge=0
C 3.120 3.561 -1.122 0.1822 -1.2945 -1.0358 -0.071
O 2.502 3.059 -2.341 0.2240 1.0711 1.3073 -0.212
C 2.663 1.678 -2.614 0.0626 0.1558 -1.1332 -0.195
C 4.044 1.310 -3.287 -0.9228 0.5818 -0.3484 -0.144
N 4.426 2.194 -4.452 0.5681 -0.3876 2.6781 -0.045
C 3.607 1.974 -5.597 -0.8158 -0.2905 -0.1415 -0.229
C 3.942 2.966 -6.720 -0.9814 -1.4552 0.6415 -0.221
O 3.600 4.232 -6.222 0.7569 0.2675 0.1838 -0.184
C 3.999 5.302 -7.046 -0.0877 0.2604 0.3802 -0.107
H 4.195 3.443 -1.254 0.2424 0.4835 0.2269 0.082
H 2.859 2.958 -0.253 -0.3410 -0.2326 0.0781 0.066
H 2.828 4.590 -0.911 0.0278 -0.0689 -0.4888 0.083
H 1.843 1.519 -3.314 0.1134 -0.3306 -0.2209 0.112
H 2.395 1.056 -1.760 0.4521 -0.0915 0.3105 0.097
H 3.979 0.292 -3.671 -0.1537 -0.1546 0.0452 0.088
H 4.795 1.280 -2.497 0.3992 0.3675 -0.2492 0.100
H 4.281 3.128 -4.094 0.0456 0.4190 -0.2555 0.093
H 2.547 2.054 -5.354 -0.4316 0.3551 -0.1119 0.114
H 3.722 0.910 -5.800 0.2037 0.0161 -0.9408 0.099
H 3.298 2.762 -7.576 0.0450 -0.2241 -0.3535 0.120
H 4.979 2.771 -6.992 0.3610 0.7710 -0.0644 0.120
H 3.384 5.356 -7.944 0.0481 -0.0362 -0.2428 0.086
H 5.059 5.261 -7.295 0.1115 -0.2086 -0.1902 0.086
H 3.858 6.218 -6.472 -0.1523 -0.0259 -0.0165 0.087
C 1.702 4.719 3.732 -0.0735 -0.5144 1.1539 -0.116
O 0.466 4.708 4.427 -1.3438 0.2095 -0.4516 -0.204
C -0.252 3.427 4.564 1.8873 0.5931 0.1239 -0.170
C -1.726 3.551 4.903 0.8811 1.2754 0.5488 -0.182
N -1.853 4.435 6.074 1.4381 0.2483 -0.4004 -0.046
C -3.169 4.944 6.274 -0.5443 -1.0695 -0.4414 -0.247
C -3.180 6.098 7.227 0.0712 0.4504 0.4926 -0.192
O -2.306 7.136 6.758 -0.6172 -1.8915 -0.7587 -0.174
C -2.108 8.134 7.667 0.2496 1.5313 0.2467 -0.155
H 2.429 4.168 4.328 0.2523 -0.4984 -0.1069 0.075
H 2.120 5.725 3.729 -0.5428 0.2046 -0.1914 0.086
H 1.669 4.310 2.722 -0.2152 -0.0618 -0.1604 0.075
H 0.242 2.939 5.404 -0.0149 -0.2751 0.0197 0.110
H -0.044 2.841 3.669 -0.3631 -0.1550 -0.1348 0.107
H -2.030 2.540 5.177 -0.4468 -0.0433 -0.3120 0.112
H -2.278 3.980 4.067 -0.2824 -0.3933 -0.2395 0.112
H -1.309 5.256 5.849 0.6532 0.0567 0.0585 0.093
H -3.720 4.059 6.594 -0.6066 0.5147 0.6518 0.121
H -3.647 5.184 5.324 -0.0141 0.4975 -0.2427 0.104
H -2.887 5.757 8.220 0.5311 -0.0382 0.1790 0.123
H -4.172 6.519 7.392 -0.3431 0.0309 -0.3496 0.112
H -1.690 7.791 8.613 0.1569 -0.0862 0.1207 0.091
H -3.004 8.720 7.868 -0.5323 -0.1540 0.2399 0.084
H -1.456 8.861 7.183 0.3963 -0.1082 0.2192 0.091
C 2.922 -2.543 -3.114 0.6520 0.0098 0.3347 -0.081
O 2.814 -1.777 -1.924 -0.6072 -0.3144 0.4572 -0.248
C 3.952 -1.744 -1.035 0.1411 0.0376 -0.7142 -0.155
C 4.388 -3.069 -0.314 -0.2495 1.1523 0.5538 -0.165
N 3.698 -3.395 0.932 0.3283 -0.4625 -0.5847 -0.056
C 3.982 -2.475 2.011 -1.0802 0.0926 1.3421 -0.190
C 3.323 -2.950 3.390 1.0734 0.6024 -3.1374 -0.174
O 3.738 -2.015 4.374 -1.4367 -1.4395 1.2317 -0.210
C 3.272 -2.448 5.680 0.6314 -0.1858 0.3920 -0.064
H 1.951 -2.619 -3.604 -0.1888 0.0548 0.3437 0.081
H 3.299 -3.535 -2.869 -0.0612 -0.2009 -0.2533 0.083
H 3.592 -2.064 -3.828 0.2278 0.0370 -0.0661 0.071
H 3.708 -0.902 -0.386 -0.1122 -0.4066 0.5557 0.110
H 4.785 -1.347 -1.615 0.4026 -0.2635 -0.2801 0.110
H 5.419 -2.928 0.010 0.3180 0.0301 -0.5264 0.112
H 4.346 -3.914 -1.001 -0.0134 0.0130 -0.0156 0.105
H 2.709 -3.405 0.724 -0.4010 -0.0909 0.5771 0.054
H 3.577 -1.488 1.786 -0.0128 0.3083 0.2212 0.081
H 5.044 -2.342 2.213 0.2415 -0.3222 -0.3114 0.116
H 3.644 -3.985 3.508 0.3315 -0.0108 0.7472 0.121
H 2.259 -3.000 3.157 -0.3913 0.4024 0.7026 0.091
H 2.205 -2.631 5.812 -0.2825 0.2435 -0.7971 0.070
H 3.543 -1.752 6.474 0.2170 0.4913 -0.4791 0.092
H 3.761 -3.378 5.970 0.1783 -0.2251 -0.2664 0.088
C 1.543 -7.512 -7.317 0.9775 -0.2815 -0.4744 -0.101
O 2.174 -6.758 -6.280 -0.7348 -0.8390 -0.0841 -0.172
C 1.556 -5.536 -6.034 -0.6473 1.7566 -0.9365 -0.230
C 1.874 -4.474 -7.180 0.6622 -0.2047 2.3357 -0.166
N 1.446 -3.112 -6.779 -0.8417 -1.6754 -0.8434 -0.063
C 1.858 -2.099 -7.724 0.3893 1.2379 1.2145 -0.190
C 3.386 -1.798 -7.647 -0.9121 -0.1490 -1.8874 -0.249
O 3.928 -1.564 -6.396 0.2501 -0.2765 0.8974 -0.216
C 5.335 -1.333 -6.515 -0.5991 0.3720 0.8494 -0.086
H 1.687 -7.017 -8.278 -0.1030 0.0919 -0.1226 0.076
H 0.491 -7.783 -7.234 -0.2468 0.5552 0.6907 0.089
H 2.063 -8.467 -7.392 0.2082 0.0956 0.1719 0.087
H 1.834 -5.161 -5.049 0.8129 0.0566 -0.0604 0.106
H 0.476 -5.591 -5.901 -0.4125 -0.4603 -0.4482 0.113
H 1.488 -4.832 -8.135 -0.2191 0.4753 0.0508 0.110
H 2.963 -4.443 -7.200 0.3046 -0.5178 -0.5336 0.106
H 1.879 -2.914 -5.888 0.0388 0.1182 0.1054 0.075
H 1.238 -1.236 -7.482 0.3935 0.5336 0.2247 0.099
H 1.540 -2.277 -8.751 0.3865 -0.6572 -0.0435 0.122
H 3.612 -0.936 -8.275 -0.0921 0.2106 -0.3871 0.118
H 3.878 -2.655 -8.106 0.3063 -0.2066 -0.1248 0.109
H 5.496 -0.406 -7.065 0.1777 -0.0217 -0.2751 0.085
H 5.877 -2.169 -6.956 -0.1515 -0.0901 -0.2055 0.092
H 5.701 -1.172 -5.501 0.0383 -0.0529 -0.0129 0.087
C -1.156 -4.040 -2.799 -0.4785 -0.7830 -1.5888 -0.138
O -1.490 -4.157 -1.462 0.7189 -0.4085 1.9974 -0.206
C -0.693 -5.105 -0.689 -0.1730 1.6295 -0.2197 -0.151
C 0.650 -4.443 -0.272 0.0866 -0.4560 -0.0787 -0.182
N 0.676 -3.580 0.913 -0.6844 -1.7255 0.3544 -0.049
C -0.180 -4.057 2.032 1.6857 0.7467 -0.0508 -0.166
C 0.302 -5.351 2.783 -0.7948 0.8260 -0.5486 -0.173
O -0.672 -5.669 3.760 -0.5564 -1.1280 -0.2686 -0.187
C -0.986 -4.681 4.702 0.8508 0.9571 -0.2808 -0.123
H -2.030 -4.469 -3.291 0.0435 0.2287 -0.8312 0.090
H -0.303 -4.617 -3.157 0.3045 -0.4012 0.4858 0.078
H -0.956 -3.047 -3.201 -0.2985 0.4626 0.6437 0.069
H -0.582 -6.058 -1.205 0.3689 0.1344 -0.4748 0.122
H -1.313 -5.361 0.171 0.0908 0.2222 0.1035 0.096
H 1.085 -3.879 -1.097 -0.3768 0.2405 -0.3034 0.105
H 1.393 -5.235 -0.169 0.0539 -0.4065 0.4243 0.110
H 0.652 -2.588 0.722 -0.3382 0.0464 0.1930 0.062
H -1.230 -4.106 1.743 -0.1370 -0.3861 0.1517 0.101
H -0.101 -3.278 2.790 -0.1568 0.2184 -0.0522 0.085
H 1.286 -5.255 3.242 0.1659 0.6134 0.1460 0.111
H 0.421 -6.219 2.134 -0.4511 -0.0403 -0.1224 0.119
H -1.534 -3.832 4.293 -0.5395 -0.1218 -0.2818 0.066
H -0.062 -4.192 5.010 0.1699 -0.2020 0.6707 0.071
H -1.557 -5.079 5.540 0.2786 -0.2759 -0.1521 0.098
C -6.274 5.141 5.679 -0.3857 0.2872 0.9096 -0.122
O -5.615 3.959 5.320 1.0777 0.2002 0.0389 -0.246
C -6.335 2.780 5.568 -0.4684 -1.0340 -2.2993 -0.176
C -5.530 1.507 5.041 -0.9422 0.7800 1.1854 -0.203
N -4.995 1.645 3.722 0.3468 0.1663 0.4806 -0.043
C -3.999 0.601 3.458 -0.8802 1.0364 -0.3883 -0.205
C -3.378 0.972 2.167 0.6266 -0.2762 -0.8616 -0.234
O -2.591 2.151 2.371 -0.3634 -0.1905 -0.6885 -0.212
C -2.559 2.895 1.160 -0.0937 -0.0101 -0.1445 -0.090
H -5.790 6.046 5.312 0.4952 -0.4068 -0.1761 0.093
H -6.309 5.199 6.767 0.0186 0.2002 0.3090 0.090
H -7.313 5.242 5.364 -0.2423 -0.5780 -0.4397 0.088
H -7.183 3.004 4.920 -0.8211 -1.1576 0.0348 0.114
H -6.713 2.602 6.575 0.4090 0.2983 0.3828 0.119
H -6.119 0.589 5.038 -0.7875 0.2223 0.1951 0.113
H -4.771 1.254 5.782 0.5782 0.3436 0.3582 0.100
H -4.549 2.550 3.690 0.2813 0.1872 -0.2966 0.097
H -4.542 -0.343 3.408 0.3050 -0.2250 -0.0033 0.132
H -3.158 0.568 4.151 -0.1210 -0.1549 0.7772 0.095
H -4.127 1.130 1.391 -0.1133 0.0907 0.0249 0.119
H -2.725 0.173 1.816 0.1733 -0.2146 -0.1749 0.110
H -1.786 3.660 1.239 -0.0664 -0.0410 0.0121 0.083
H -3.527 3.331 0.915 -0.1777 0.3755 0.3796 0.098
H -2.394 2.263 0.287 0.5673 -0.2609 -0.0473 0.078
C -4.366 -1.961 -2.604 -1.4571 -0.5183 0.5350 -0.206
C -4.580 -1.567 -1.147 1.4769 -0.9525 -1.1363 -0.263
O -4.323 -0.215 -1.056 0.1325 1.4682 0.9137 -0.067
O -5.451 -1.385 -3.383 1.0705 -0.4472 0.0250 -0.062
H -4.350 -3.051 -2.631 -0.3075 -0.2979 -0.4121 0.108
H -3.382 -1.658 -2.960 -0.2642 0.6006 -0.0988 0.111
H -3.768 -2.111 -0.663 -0.1233 0.0587 0.7925 0.110
H -5.551 -1.826 -0.724 -0.0536 -0.3577 -0.1416 0.122
H -4.972 0.214 -1.618 -0.0449 0.1737 -0.0971 0.054
H -6.187 -1.984 -3.242 -0.2152 0.0793 -0.1152 0.083
C -0.582 -0.589 -0.914 0.7284 0.8649 0.5584 -0.178
C 0.039 0.174 0.222 1.1683 0.5231 1.4587 -0.203
O 1.069 -0.597 0.842 -0.1827 -1.2102 -0.7969 -0.093
O 0.234 -0.557 -2.080 -0.4344 0.0522 0.2767 -0.081
H -1.496 -0.033 -1.124 -0.4275 -0.6918 -0.3204 0.122
H -0.678 -1.619 -0.571 -0.7944 -0.0839 -0.1797 0.114
H -0.640 0.437 1.033 -0.7786 -0.1079 -0.2574 0.096
H 0.497 1.125 -0.049 -0.2177 0.1985 -0.7171 0.122
H 1.699 -0.051 1.318 0.2198 0.4645 0.3386 0.024
H 1.065 -0.994 -1.877 0.6974 -0.2146 0.0485 0.052
C -0.988 -1.062 5.365 -0.7626 0.4893 -0.3375 -0.247
C 0.003 -0.524 4.382 -0.1004 -0.1864 -0.1296 -0.234
O 0.815 0.442 4.990 0.7499 0.8091 -0.0925 -0.061
O -0.430 -2.081 6.176 -0.0056 0.1617 0.0423 -0.052
H -1.897 -1.324 4.823 -0.0475 -0.9584 -0.0482 0.106
H -1.348 -0.215 5.950 0.2220 0.1864 0.3805 0.124
H -0.532 -0.044 3.563 -0.0458 0.1869 -0.0539 0.117
H 0.624 -1.301 3.937 -0.0094 -0.3556 0.0117 0.109
H 0.950 0.221 5.914 0.1894 -0.1433 0.0373 0.100
H -0.715 -1.945 7.082 -0.0568 -0.0900 0.0299 0.098
C 5.025 0.820 3.244 -1.0831 0.0420 0.3233 -0.205
C 3.869 1.582 2.616 0.1688 0.3249 -0.2886 -0.201
O 2.658 0.803 2.515 0.9973 0.8615 -0.0150 -0.080
O 4.652 0.481 4.606 1.0386 0.7426 -1.3257 -0.061
H 5.930 1.423 3.166 0.0510 0.2155 0.4926 0.116
H 5.222 -0.053 2.620 -0.0688 -0.3476 0.2734 0.099
H 4.146 1.963 1.633 -0.0268 -0.4893 -0.4066 0.107
H 3.708 2.514 3.158 -0.3282 -0.1478 0.4784 0.104
H 2.240 0.891 3.375 -0.3800 -0.3167 0.5002 0.064
H 4.537 -0.471 4.573 -0.2939 -0.3687 0.1569 0.024
C -3.248 2.863 -3.259 -0.0664 -1.4048 0.3949 -0.251
C -4.385 1.856 -3.591 2.3576 -0.6804 0.6762 -0.262
O -5.216 2.285 -4.583 -1.5837 1.1007 -1.1281 -0.034
O -3.688 3.839 -2.395 -1.3969 1.1112 0.8285 -0.062
H -2.817 3.343 -4.138 -0.0368 -0.3373 -0.6589 0.123
H -2.440 2.342 -2.745 0.2302 -0.5955 -0.3442 0.094
H -4.933 1.566 -2.694 -0.2740 0.7933 -0.0112 0.100
H -3.953 0.913 -3.925 0.5909 -0.1137 0.1376 0.098
H -4.681 2.826 -5.169 -0.1770 0.0488 -0.1793 0.087
H -2.942 4.375 -2.117 0.1821 0.2438 0.1815 0.031
C -0.231 4.525 -1.399 -0.4532 -0.8034 0.2526 -0.118
O -1.494 5.224 -1.341 1.0251 0.2755 -0.0950 -0.125
H 0.272 4.567 -0.433 -0.0464 -0.1060 0.0902 0.072
H -0.500 3.493 -1.622 0.2789 -0.1565 0.1037 0.073
H 0.502 4.813 -2.152 -0.4573 0.6219 -0.2368 0.076
H -1.470 5.766 -0.550 -0.2219 0.1601 -0.1153 0.086
C -4.386 -5.090 0.928 -1.2012 0.5279 0.3721 -0.120
O -5.557 -4.234 1.014 0.6397 0.2064 -0.8305 -0.142
H -3.909 -4.915 -0.036 -0.2439 0.1165 -0.0391 0.064
H -3.659 -4.834 1.699 -0.0075 -0.2232 0.1794 0.065
H -4.726 -6.124 0.984 0.3990 -0.1389 0.1181 0.078
H -6.060 -4.292 1.830 0.4638 -0.4520 0.1689 0.068
C -0.962 -0.518 -5.129 0.9392 0.4606 0.2766 -0.143
O -1.336 0.301 -4.013 -1.1470 -0.1581 -1.6284 -0.132
H -1.204 -1.580 -5.093 -0.2295 -0.1032 0.5775 0.061
H -1.351 -0.183 -6.090 -0.5956 0.5507 0.3803 0.077
H 0.115 -0.437 -5.280 0.3585 -0.2179 0.1051 0.058
H -0.811 0.094 -3.236 0.5981 -0.4693 -0.2159 0.002